# C7H15NO

The molecule C7H15NO (ωB97M-V/def2-TZVPD, the OMol25 dataset).

XYZ file:
```
24
Properties=species:S:1:pos:R:3:forces:R:3
C -1.915 -0.703 0.272 0.03 0.38 0.01
C -0.869 0.404 0.146 0.90 -1.63 -0.87
C -1.119 1.259 -1.101 0.06 -0.26 0.15
N -0.929 1.205 1.345 0.72 -0.39 0.21
C 0.610 -0.390 -0.030 -3.05 1.84 0.70
C 0.811 -1.187 -1.291 0.13 0.26 0.13
C 1.215 -0.783 1.291 -0.06 0.08 0.05
C 1.654 0.446 0.553 3.62 -0.76 -1.46
O 2.988 0.423 -0.163 -1.53 0.31 1.13
H -1.712 -1.299 1.160 0.00 -0.10 0.07
H -1.919 -1.349 -0.600 0.01 -0.06 -0.05
H -2.910 -0.267 0.363 -0.14 0.01 0.03
H -1.138 0.653 -2.002 0.05 -0.05 -0.17
H -2.082 1.765 -1.019 -0.03 0.00 0.05
H -0.345 2.018 -1.208 0.11 0.06 -0.03
H -1.843 1.235 1.778 0.25 0.32 -0.22
H -0.450 2.092 1.250 -0.54 0.02 0.19
H 0.980 -0.532 -2.145 0.02 -0.03 -0.03
H -0.046 -1.822 -1.503 -0.04 -0.05 0.02
H 1.678 -1.839 -1.187 0.03 -0.04 -0.08
H 0.613 -0.672 2.182 -0.02 0.16 0.02
H 1.886 -1.631 1.318 0.15 -0.01 -0.15
H 1.569 1.455 0.921 -0.37 -0.08 0.08
H 3.273 -0.482 -0.330 -0.28 0.03 0.19
```
Forces are in eV/Å.

SMILES: CC(C)(N)[C@]1(C)C[C@H]1O
Kohn-Sham gap: 9.823 eV
energy relative to the best compared isomer or geometry (same formula, charge and spin): 48.4 kcal per mole
E_HOMO: -8.9 eV